Record 1
{"formula": "C3H5N", "method": "wB97M-V/def2-TZVPD", "gap_ev": [8.4, 8.4], "e_lumo_ev": [0.1, 0.1], "total_energy_ev": -4676.5010, "de_lowest_kcal_mol": 123.52, "spin_multiplicity": 1, "elements": ["C", "C", "C", "N", "H", "H", "H", "H", "H"], "xyz": [[0.803020, 1.182493, 0.899744], [-1.611890, -1.342585, -0.035899], [0.217015, 0.094377, 0.448283], [-0.806417, -0.595476, 0.512543], [1.649234, 1.608991, 0.397965], [0.159157, 1.765830, 1.509475], [-2.729865, -1.401493, 0.394432], [1.037229, -0.599863, -1.676876], [1.282519, -0.712274, -2.449666]], "forces_ev_per_angstrom": [[-0.48, -0.53, -1.18], [-3.18, -1.18, 0.71], [1.09, 1.28, 0.96], [-0.41, -0.69, -0.89], [0.46, -0.01, 0.25], [0.02, 0.76, 0.86], [2.50, 0.40, -0.68], [0.64, -0.31, -2.02], [-0.65, 0.28, 1.99]], "nbo_charge": [-0.497, 0.018, 0.240, -0.372, 0.225, 0.216, 0.174, -0.013, 0.008]}

---

Record 2
{"formula": "C5H3N", "method": "wB97M-V/def2-TZVPD", "gap_ev": 10.7, "e_lumo_ev": 0.4, "total_energy_ev": -6717.2789, "de_lowest_kcal_mol": 79.43, "spin_multiplicity": 1, "elements": ["C", "C", "C", "C", "C", "N", "H", "H", "H"], "xyz": [[-1.511132, 0.333737, 0.407216], [2.699715, 0.689740, -0.120966], [0.668386, -2.303928, 0.301170], [-1.607347, -0.532354, -0.419854], [1.987860, -0.262732, 0.013394], [1.252732, -1.276160, 0.208996], [-1.221459, 1.048643, 1.126117], [2.970175, 1.702223, 0.091720], [-1.606668, -1.185475, -1.236194]], "forces_ev_per_angstrom": [[0.20, -0.76, -0.66], [-0.34, 0.92, 0.57], [0.59, 1.05, 0.02], [-0.03, 1.30, 0.71], [1.33, 1.90, -0.21], [-1.77, -3.89, 0.16], [-0.24, 0.31, 0.37], [0.51, -0.18, -0.49], [-0.24, -0.66, -0.46]], "nbo_charge": [-0.239, -0.204, 0.385, -0.228, 0.144, -0.568, 0.232, 0.246, 0.232]}

---

Record 3
{"formula": "C5H11NO", "method": "wB97M-V/def2-TZVPD", "gap_ev": 9.9, "smiles": "CCN(C)C(C)=O", "e_lumo_ev": 0.9, "total_energy_ev": -8899.1976, "de_lowest_kcal_mol": 57.64, "spin_multiplicity": 1, "elements": ["C", "C", "N", "C", "C", "C", "O", "H", "H", "H", "H", "H", "H", "H", "H", "H", "H", "H"], "xyz": [[-1.821933, 0.389472, -1.179878], [-1.428038, -0.486113, 0.353754], [-0.007833, -0.365171, 0.610273], [0.603029, 0.208739, 1.802919], [0.657730, -0.467691, -0.571823], [2.059630, 0.030448, -0.703897], [0.069857, -0.910254, -1.547062], [-2.840318, 0.072833, -1.353092], [-1.379457, 0.338986, -2.221680], [-1.705755, 1.442597, -0.936702], [-1.677822, -1.526666, 0.129578], [-1.923916, -0.274074, 1.344378], [-0.058122, 0.101618, 2.668568], [1.532437, -0.324773, 2.043139], [0.846227, 1.274475, 1.685640], [2.354883, -0.234645, -1.717501], [2.720416, -0.449399, 0.018162], [2.123823, 1.116554, -0.578929]], "forces_ev_per_angstrom": [[-0.73, 0.00, 1.55], [-0.21, 0.45, -1.32], [0.20, 0.01, -0.60], [-0.03, 0.05, -0.03], [0.37, -0.29, -0.25], [0.33, -0.01, -0.02], [1.36, -0.95, 0.03], [-0.62, 0.51, 0.29], [0.07, -0.73, 1.82], [-0.63, 0.21, 0.30], [0.08, 0.12, -0.13], [-0.13, 0.63, -1.49], [0.01, -0.03, -0.29], [-0.25, 0.12, -0.09], [-0.10, -0.15, 0.02], [0.20, 0.09, 0.14], [0.11, 0.08, -0.01], [-0.03, -0.13, 0.08]], "nbo_charge": [-0.603, -0.199, -0.458, -0.406, 0.665, -0.709, -0.621, 0.199, 0.244, 0.186, 0.200, 0.198, 0.214, 0.208, 0.191, 0.246, 0.222, 0.225]}

---

Record 4
{"formula": "C2H3NO2", "method": "wB97M-V/def2-TZVPD", "gap_ev": [8.3, 8.3], "smiles": "C=CON=O", "e_lumo_ev": [-0.9, -0.9], "total_energy_ev": -7703.3008, "de_lowest_kcal_mol": 104.74, "spin_multiplicity": 1, "elements": ["C", "C", "O", "N", "O", "H", "H", "H"], "xyz": [[-0.094391, -0.830449, 0.626795], [-0.791064, -0.240678, -0.398247], [-0.551498, 0.985993, -0.795381], [1.120348, 1.038582, -0.491704], [1.518380, 2.043142, -0.035379], [-0.098906, -1.908185, 0.743040], [0.240953, -0.246013, 1.473708], [-1.343822, -0.842390, -1.122833]], "forces_ev_per_angstrom": [[-1.41, 0.46, -0.47], [1.26, -1.80, 0.25], [1.01, 1.17, 0.71], [1.05, 3.60, 1.31], [-2.02, -3.66, -1.77], [-0.20, 0.13, 0.03], [0.42, 0.08, -0.22], [-0.11, 0.02, 0.17]], "nbo_charge": [-0.513, 0.163, -0.480, 0.430, -0.186, 0.211, 0.206, 0.169]}